[1]
{
  "formula": "C18H27IN3OS",
  "method": "ωB97M-V/def2-TZVPD",
  "total_charge": 1,
  "e_tot_ha": -1637.048461,
  "symbols": ["I", "S", "O", "N", "N", "N", "C", "C", "C", "C", "C", "C", "C", "C", "C", "C", "C", "C", "C", "C", "C", "C", "C", "C", "H", "H", "H", "H", "H", "H", "H", "H", "H", "H", "H", "H", "H", "H", "H", "H", "H", "H", "H", "H", "H", "H", "H", "H", "H", "H", "H"],
  "coordinates": [[1.06131, 3.13946, 1.32292], [-4.88772, 0.55053, -0.03219], [2.98592, -2.18746, -0.95814], [-3.52660, 0.94381, -0.93266], [2.22643, -2.81136, -0.19683], [-5.76054, 1.97182, 0.15370], [3.21358, -2.12928, 2.03893], [-0.44178, 2.51609, -1.24132], [-4.35604, 5.18866, -1.35766], [-0.36337, 3.73195, -0.25073], [3.02669, -3.25767, 0.99012], [-5.28404, 4.34291, -0.63154], [-4.96070, 2.88810, -0.52579], [-3.70566, 2.30613, -1.12952], [1.96648, -1.30596, 2.33763], [1.33851, -0.80057, 1.04462], [2.35970, -4.51425, 1.61660], [1.02258, -1.94736, 0.06148], [-2.79389, 3.24640, -1.84848], [-1.43602, 2.72410, -2.46800], [-3.08152, 4.66040, -1.97828], [0.43945, -1.35229, -1.23874], [-0.15230, -2.77481, 0.63406], [4.44728, -3.75282, 0.63058], [1.10624, -0.62559, -1.70697], [0.42576, -0.24750, 1.27906], [3.98859, -1.43681, 1.68892], [0.04698, 4.67134, -0.71130], [0.22091, -2.13810, -1.96637], [5.10654, -2.94296, 0.31193], [3.59488, -2.55254, 2.97072], [4.91452, -4.21448, 1.50179], [0.01376, -3.12300, 1.65181], [-2.39117, 5.36172, -2.49843], [2.84292, -5.43318, 1.27724], [1.31561, -4.65122, 1.34574], [-1.56452, 1.70290, -2.93978], [2.41577, -4.49872, 2.70544], [-0.49423, -0.82608, -1.03361], [-4.57326, 6.28435, -1.43033], [2.23892, -0.45175, 2.96391], [-1.05807, 3.42743, -3.25244], [1.25224, -1.89348, 2.92015], [0.57599, 2.24073, -1.65522], [4.41845, -4.50068, -0.16586], [-0.81117, 1.61870, -0.67428], [2.01760, -0.07755, 0.57774], [-6.20121, 4.78205, -0.17792], [-1.31037, 3.95905, 0.29562], [-0.36992, -3.64071, 0.00378], [-1.05951, -2.17042, 0.67790]],
  "forces_ev_per_angstrom": [[-0.425, 0.340, -0.416], [-0.010, 0.734, -0.285], [-1.712, -2.634, -0.144], [-2.486, 2.823, 0.975], [4.233, 6.697, 0.592], [3.653, -0.216, -2.069], [-0.556, 1.441, -0.139], [-0.010, -0.073, -0.483], [-0.337, -1.832, 0.848], [0.309, -0.278, -0.347], [0.888, -4.061, 1.711], [2.505, 0.385, -1.651], [-0.199, 0.206, 0.234], [-0.368, 1.278, -0.019], [-0.099, -0.259, -0.100], [1.297, 0.022, 0.662], [-0.557, -0.253, -0.045], [-4.527, -0.526, -0.584], [0.273, 1.455, -1.108], [-0.773, -0.363, 1.253], [-2.008, -2.565, 1.686], [0.880, 0.065, -0.452], [0.147, -0.465, 0.365], [0.042, 0.683, -0.872], [0.054, -0.127, 0.044], [-0.151, -0.305, -0.392], [-0.034, -0.193, -0.269], [-0.374, -1.019, 0.470], [0.028, 0.022, 0.067], [-0.115, -0.031, -0.044], [-0.012, -0.430, -0.338], [-0.364, 0.054, 0.065], [0.061, -0.029, -0.062], [-0.636, -0.812, 0.433], [0.136, 0.218, 0.009], [-0.011, 0.185, 0.091], [-0.023, 1.187, 0.422], [0.041, 0.094, -0.089], [0.110, -0.181, 0.272], [0.209, -1.210, 0.038], [0.011, -0.056, -0.054], [-0.279, -0.497, 0.860], [-0.017, 0.043, -0.040], [-0.979, 0.501, 0.617], [-0.057, 0.045, 0.067], [0.302, 0.846, -0.419], [-0.032, -0.144, -0.192], [0.889, -0.633, -0.412], [0.841, -0.332, -0.604], [0.014, 0.068, 0.027], [0.229, 0.133, -0.181]]
}

=====

[2]
{
  "formula": "C18H27N3O",
  "method": "ωB97M-V/def2-TZVPD",
  "de_lowest_ev": 21.669,
  "e_tot_ha": -940.867189,
  "symbols": ["O", "N", "N", "N", "C", "C", "C", "C", "C", "C", "C", "C", "C", "C", "C", "C", "C", "C", "C", "C", "C", "C", "H", "H", "H", "H", "H", "H", "H", "H", "H", "H", "H", "H", "H", "H", "H", "H", "H", "H", "H", "H", "H", "H", "H", "H", "H", "H", "H"],
  "coordinates": [[4.28660, 0.13027, 1.43997], [-1.01886, -0.62424, -2.20442], [2.76322, 0.44632, -0.55819], [1.84667, 1.11439, -1.21834], [-1.62141, -1.70212, 1.88467], [0.48521, 2.75776, 2.27817], [-0.10288, -1.46052, -2.39302], [2.45313, 2.14631, 1.30787], [-2.37475, -1.08511, -1.88514], [-0.89486, 2.35627, 2.97872], [1.17395, 0.50347, -2.14253], [-1.20404, 0.55216, -3.02999], [3.33451, 0.80345, 0.79592], [-2.37560, -2.69111, 1.83896], [1.21683, -0.92389, -2.58238], [1.22541, 1.63042, 1.83606], [-1.50785, 3.55796, 3.62246], [0.32549, 1.37396, -2.96561], [-2.14303, -1.83898, -0.47404], [-2.93912, -3.62560, 0.98100], [-2.99894, -3.03819, -0.09247], [-1.70718, -1.12670, 0.48918], [-0.87181, -0.00985, -4.33374], [0.66859, 1.01854, 1.16457], [3.48060, 2.47453, 1.94663], [-1.34260, 2.10837, 2.20802], [-1.73411, 4.45289, 2.70879], [2.52459, 2.73979, 0.38346], [1.72028, 0.81168, 2.69765], [-1.01585, 4.03967, 4.47685], [-0.20880, -2.34794, -3.14566], [-2.61338, -1.98614, -2.66021], [-1.96356, 1.07910, -3.00684], [-2.61689, 3.24659, 4.12588], [-0.20631, 2.28003, -2.22268], [-3.17704, -0.35712, -1.79525], [2.08427, -1.48368, -2.50476], [0.63283, 1.94690, -3.82452], [-2.32494, -3.35041, 3.12308], [0.18481, -2.17640, -1.33428], [-1.32355, -1.02565, 2.53274], [1.43468, -0.83529, -3.72577], [-3.29113, -3.62396, -1.22517], [1.15572, 3.33667, 3.33992], [-0.76734, 1.62359, 3.80753], [0.46124, 3.63507, 1.71395], [-3.21953, -4.58068, 1.31208], [3.31419, -0.75664, -0.74159], [-1.42956, 0.00660, 0.34838]],
  "forces_ev_per_angstrom": [[-5.652, 3.563, -4.258], [-9.698, 8.116, 1.311], [6.125, -5.609, 4.327], [-1.004, -0.816, -1.074], [0.220, 4.485, -7.592], [-0.726, 1.704, 8.719], [6.030, -10.899, 1.702], [9.269, -1.929, -1.957], [1.836, -5.585, 0.900], [6.288, 3.643, 6.488], [2.190, 1.534, 0.515], [14.462, -7.292, -5.861], [0.830, -1.234, 0.093], [-1.264, -9.335, 10.645], [1.640, 3.498, -4.590], [2.436, -3.051, 2.815], [-4.604, 2.238, -0.987], [-6.769, 2.491, 3.870], [-5.862, -1.630, -3.529], [0.326, -1.175, 6.045], [1.323, 1.894, -15.289], [3.350, 4.703, 4.539], [-2.072, 1.638, 2.827], [-0.258, -0.513, -0.888], [-3.706, -0.093, -0.528], [-5.433, -3.220, -6.681], [0.551, -2.480, 2.912], [-0.856, 0.156, 0.538], [-2.261, 2.320, -1.800], [0.426, -0.279, -0.557], [-0.681, 1.248, 0.499], [-0.064, 2.165, 1.394], [-7.312, 4.648, 0.523], [2.755, 0.958, -1.623], [2.387, -2.054, -1.676], [0.444, 0.196, -0.288], [1.357, -1.485, 1.903], [0.341, -0.656, -0.521], [-0.426, 1.946, -3.194], [-1.644, 1.773, -2.357], [1.565, 2.124, 3.843], [-0.901, 0.498, 1.076], [0.216, 1.506, 3.474], [-1.582, -1.753, -3.032], [0.168, -0.092, -1.183], [-0.510, 0.931, -1.675], [-0.697, -0.855, 0.141], [-2.543, 4.409, -0.008], [-0.015, -2.353, 0.053]]
}

=====

[3]
{
  "formula": "C18H27NO4",
  "method": "ωB97M-V/def2-TZVPD",
  "de_lowest_ev": 16.948,
  "smiles": "CC(C)[C@@H]1CC[C@@H](C)C[C@H]1OC(=O)COC(=O)c1cccn1C",
  "e_tot_ha": -1057.218417,
  "symbols": ["O", "O", "O", "O", "N", "C", "C", "C", "C", "C", "C", "C", "C", "C", "C", "C", "C", "C", "C", "C", "C", "C", "C", "H", "H", "H", "H", "H", "H", "H", "H", "H", "H", "H", "H", "H", "H", "H", "H", "H", "H", "H", "H", "H", "H", "H", "H", "H", "H", "H"],
  "coordinates": [[2.17211, -0.45608, -1.59535], [0.22454, -1.09665, 0.36314], [-1.36290, -0.10472, -0.89724], [2.15205, 1.37832, 0.00959], [4.79024, 0.51146, 0.90838], [2.61553, 0.39244, -0.34028], [4.76303, -1.08347, -0.85322], [-5.11648, -0.99682, 0.74541], [-3.97345, -2.18157, 0.59874], [3.96840, -0.14646, 0.08476], [1.00090, -0.01876, -1.92432], [-3.67998, 3.27354, 0.70382], [-4.55457, -3.38134, 0.58601], [4.26332, 1.41924, 1.86918], [5.91421, -0.51979, 1.06667], [-2.74136, 2.21642, 0.30484], [-0.03011, -0.63974, -0.67160], [-2.39316, 2.69473, -1.29176], [-2.37795, -0.10820, -0.02279], [-3.02039, -1.59742, -0.38078], [6.03165, -1.31353, 0.11158], [-3.34277, 0.75030, -0.13386], [-4.53936, 0.34252, 1.09205], [6.72148, -2.16855, -0.03918], [-3.31643, -1.90959, -1.39855], [-3.21400, 2.81012, -1.91414], [4.21599, 2.33560, 1.02949], [-5.01181, -3.45369, -0.50963], [4.42517, -1.94246, -1.42296], [-4.05064, 3.03596, 1.94928], [-5.69444, -1.24479, 1.48868], [-5.26608, 1.23403, 0.76277], [-1.51382, 1.95437, -1.85358], [-4.05395, 0.52804, 1.82542], [5.11545, 1.57622, 2.61320], [-1.83610, 3.71988, -1.26645], [3.38040, 1.36301, 2.15500], [-3.68555, -4.16051, 0.54909], [-3.82033, 0.75225, -1.28620], [6.65427, -0.03755, 1.84261], [0.84094, 1.14686, -2.04186], [-5.52054, -0.83984, -0.38786], [-4.69651, 3.46872, 0.21081], [0.62498, -0.66608, -2.63000], [-5.20694, -3.51281, 1.21914], [-3.67265, -1.93134, 1.79657], [-1.85214, -0.29989, 0.81914], [-3.07921, 4.11716, 0.86670], [-1.77208, 1.98263, 0.71821], [-2.09479, -2.34671, -0.18257]],
  "forces_ev_per_angstrom": [[4.390, 1.740, 3.966], [1.535, -1.728, 1.909], [4.983, 1.004, -4.820], [-2.810, 2.747, 0.755], [0.695, -6.036, 0.611], [4.458, -4.721, -2.961], [0.285, 0.920, 6.715], [3.794, 0.906, -6.395], [0.428, 11.286, 5.595], [0.716, -2.264, -6.535], [-5.002, 1.103, 2.528], [-2.679, -1.050, 5.589], [5.337, -5.936, -10.555], [10.242, 4.852, -4.725], [0.745, 9.256, 6.974], [-1.268, -2.105, -7.497], [-3.134, 4.982, -2.363], [6.138, -0.070, 1.576], [2.773, -11.374, -1.520], [3.542, -3.548, 1.885], [-2.518, -4.476, -7.369], [-8.243, 7.963, 0.582], [-4.783, 1.128, -14.094], [-0.324, 1.138, 0.152], [-0.042, 1.149, 0.040], [-1.777, -0.090, -0.901], [0.070, -1.030, 3.147], [0.330, -0.432, 1.941], [-0.318, 0.627, -0.250], [0.858, 0.662, -3.383], [-4.183, -1.771, 3.383], [1.167, -2.100, 1.494], [-2.916, 1.974, 1.712], [5.438, 1.863, 9.833], [-1.692, 0.184, -0.698], [-1.023, -1.508, 0.044], [-7.808, -1.497, 3.060], [-1.801, 0.607, 0.410], [1.011, 0.103, 3.242], [-1.236, -1.780, -1.399], [0.059, -2.478, 0.199], [-0.055, -0.670, 2.839], [1.985, -0.531, 0.115], [-0.832, -0.509, -2.750], [-6.511, -1.780, 6.544], [0.643, -0.991, -2.757], [0.448, -0.031, 4.129], [0.268, 1.810, -0.160], [-0.038, 0.829, 0.995], [-1.348, 1.670, -0.830]]
}